Entry 1:
DFT (ωB97M-V/def2-TZVPD) results for the molecule C2H4N2O2 at a distorted geometry.

Atoms and positions in Å:
C -0.0536 1.2397 1.1752
C 0.0901 0.0010 -0.0569
N 0.6946 0.0583 -1.3343
N -0.5920 -1.1933 0.2513
O -1.0779 -1.3022 1.3876
O -0.5190 -2.0470 -0.6288
H -0.3656 0.9735 2.1316
H 0.2006 2.1429 0.7910
H 0.9500 0.9297 -1.9052
H 0.6727 -0.8027 -1.8114

The molar mass is 88.1 g mol⁻¹. For the max |F|, the calculation gives 8.6 eV/A. The HOMO-LUMO gap (alpha / beta) is 0.3066 / 0.2780 Eh. The calculation puts the relative energy (zero: lowest compared OMol25 entry of this formula, charge and spin) at 175.8 kcal per mole. As for the SMILES: C=C(N)[N+](=O)[O-]. Its electronic energy is -9207.6006 eV.



Entry 2:
DFT (ωB97M-V/def2-TZVPD) results for the molecule C2H4N2O2S at a distorted geometry.

Atoms and positions in Å:
O 3.0474 0.8032 -0.1982
C 2.0251 0.3195 0.2024
S 1.1832 -1.0207 -0.5971
N -0.2449 -1.1728 0.3625
C -1.4630 -0.6638 -0.1527
N -1.6786 0.5751 -0.3417
O -0.6804 1.5778 -0.2139
H 1.5531 0.5831 1.1472
H -0.1862 -2.1083 0.6654
H -2.4283 -1.2972 -0.3091
H -1.1274 2.4042 -0.5649

The molar mass is 120.1 g mol⁻¹. For the max |F|, the calculation gives 2.4 eV/A. The HOMO-LUMO gap is 0.3703 Eh. The calculation puts the relative energy (zero: lowest compared OMol25 entry of this formula, charge and spin) at 72.2 kcal per mole. As for the SMILES: O=CSN/C=N\O. Its electronic energy is -20046.3510 eV.



Entry 3:
DFT (ωB97M-V/def2-TZVPD) results for a structure of composition C2H4N2O3 at a distorted geometry.

Atoms and positions in Å:
C 1.0620 0.3524 -0.0941
C -2.2410 -0.3757 -0.1724
H 2.3305 -1.3877 0.2079
H 3.0853 0.0431 0.1319
H -1.3866 1.3345 0.8086
H -1.9325 -1.5967 -0.5205
N 2.1341 -0.6268 -0.4472
N -1.1440 0.5697 0.0489
O 1.2851 1.5393 -0.2233
O 0.0476 -0.2393 0.5503
O -3.2404 0.3872 -0.2900

The molar mass is 104.1 g mol⁻¹. For the max |F|, the calculation gives 6.4 eV/A. The HOMO-LUMO gap is 0.4074 Eh. The calculation puts the relative energy (zero: lowest compared OMol25 entry of this formula, charge and spin) at 128.1 kcal per mole. Its electronic energy is -11257.0103 eV.



Entry 4:
DFT (ωB97M-V/def2-TZVPD) results for the molecule C2H4N2O3 at a distorted geometry.

Atoms and positions in Å:
O 0.8999 -1.7822 0.3114
C 0.4139 -0.7294 -0.0750
C 1.2042 0.5303 -0.1874
N 0.9063 1.6820 0.2329
O -0.3530 1.8460 0.8016
N -0.8575 -0.6415 -0.5119
O -1.6582 -1.7834 -0.3965
H 2.2070 0.4305 -0.5824
H -0.3396 2.7489 1.1550
H -1.4084 0.2010 -0.5150
H -1.0146 -2.5021 -0.2328

The molar mass is 104.1 g mol⁻¹. For the max |F|, the calculation gives 1.0 eV/A. The HOMO-LUMO gap is 0.3800 Eh. The calculation puts the relative energy (zero: lowest compared OMol25 entry of this formula, charge and spin) at 98.8 kcal per mole. As for the SMILES: O=C(/C=N\O)NO. Its electronic energy is -11258.2812 eV.



Entry 5:
DFT (ωB97M-V/def2-TZVPD) results for a structure of composition C2H4N2O3 at a distorted geometry.

Atoms and positions in Å:
C -0.3410 -0.4647 0.3395
C 0.7386 1.5914 0.4945
H -1.3191 -3.2149 -0.2954
H 0.0593 -0.4467 -1.6844
H 1.8203 1.9777 0.5621
H 0.1124 2.7457 0.7531
N -0.7180 -1.5156 0.7764
N -0.3181 0.1490 -0.9333
O -0.7060 -2.4400 -0.4680
O 0.7206 1.0749 -0.8835
O -0.0491 0.5431 1.3391

The molar mass is 104.1 g mol⁻¹. For the max |F|, the calculation gives 6.9 eV/A. The HOMO-LUMO gap is 0.3806 Eh. The calculation puts the relative energy (zero: lowest compared OMol25 entry of this formula, charge and spin) at 166.5 kcal per mole. Its electronic energy is -11255.3447 eV.



Entry 6:
DFT (ωB97M-V/def2-TZVPD) results for a cluster of 2 separate species, C2H4N2O3S in total at a distorted geometry.

Atoms and positions in Å:
C -0.0112 -0.4456 0.4548
C 0.4943 2.1580 -1.5845
H -0.2829 -2.6532 0.5584
H 1.1593 -0.9269 -1.3939
H -0.3828 1.7752 0.3795
H 0.8448 2.1281 -2.6718
N 1.1229 -1.4189 0.2914
N 0.3063 0.9395 0.4257
O 0.3117 -2.7024 -0.3215
O 0.7633 0.8793 -1.0512
O -0.0505 3.1734 -0.6162
S -1.4024 -1.1278 1.2999

The molar mass is 136.1 g mol⁻¹. For the max |F|, the calculation gives 10.1 eV/A. The HOMO-LUMO gap is 0.2987 Eh. The calculation puts the relative energy (zero: lowest compared OMol25 entry of this formula, charge and spin) at 272.3 kcal per mole. Its electronic energy is -22085.0325 eV.



Entry 7:
DFT (ωB97M-V/def2-TZVPD) results for the molecule C2H4N2O5 at a distorted geometry.

Atoms and positions in Å:
O -2.2152 0.0590 1.2757
N -2.0816 -0.2800 0.1141
O -2.9711 -0.5642 -0.6490
C -0.7395 -0.4675 -0.4619
C 0.3376 -0.1307 0.6802
O 0.3466 1.1384 0.9737
N 1.6547 -0.6303 0.0836
O 2.5819 0.0684 -0.0682
O 1.6350 -1.8125 -0.2234
H -0.6100 -1.4622 -0.7789
H -0.7509 0.2185 -1.4117
H 0.2516 -0.8774 1.5601
H 1.0892 1.6211 0.7046

The molar mass is 136.1 g mol⁻¹. For the max |F|, the calculation gives 3.7 eV/A. The HOMO-LUMO gap is 0.4123 Eh. The calculation puts the relative energy (zero: lowest compared OMol25 entry of this formula, charge and spin) at 121.6 kcal per mole. As for the SMILES: O=[N+]([O-])C[C@H](O)[N+](=O)[O-]. Its electronic energy is -15350.0749 eV.



Entry 8:
DFT (ωB97M-V/def2-TZVPD) results for the molecule C2H4N2OS at a distorted geometry.

Atoms and positions in Å:
C -0.3024 0.4663 -0.4271
S 0.9617 -0.7658 0.0816
N 0.8936 -0.6857 1.5612
O 0.8934 -1.9092 -0.7455
C 2.4288 0.4264 -0.3347
N 3.4453 0.9252 -0.4139
H -0.0676 1.2442 0.1785
H -0.1561 0.8149 -1.4619
H -1.2457 -0.0172 -0.2696
H 0.9384 -1.3952 2.2812

The molar mass is 104.1 g mol⁻¹. For the max |F|, the calculation gives 3.8 eV/A. The HOMO-LUMO gap is 0.4086 Eh. The calculation puts the relative energy (zero: lowest compared OMol25 entry of this formula, charge and spin) at 101.5 kcal per mole. As for the SMILES: C[S@@](=N)(=O)C#N. Its electronic energy is -17998.2557 eV.



Entry 9:
DFT (ωB97M-V/def2-TZVPD) results for the molecule C2H4N2OS at a distorted geometry.

Atoms and positions in Å:
C 1.1890 1.0468 1.6274
N 0.5766 0.5043 0.6515
S -0.8924 -0.2647 0.9110
C -1.2489 -0.8756 -0.6872
N -0.3503 -0.5247 -1.6727
O -2.2836 -1.4557 -0.8782
H 2.1395 1.5546 1.4391
H 0.8504 1.0859 2.6774
H -0.5232 -0.9363 -2.5921
H 0.5430 -0.1347 -1.4761

The molar mass is 104.1 g mol⁻¹. For the max |F|, the calculation gives 2.1 eV/A. The HOMO-LUMO gap is 0.3710 Eh. The calculation puts the relative energy (zero: lowest compared OMol25 entry of this formula, charge and spin) at 30.1 kcal per mole. As for the SMILES: C=NSC(N)=O. Its electronic energy is -18001.3541 eV.



Entry 10:
DFT (ωB97M-V/def2-TZVPD) results for the molecule C2H4N2OS at a distorted geometry.

Atoms and positions in Å:
C 1.8590 0.7721 0.0544
C -0.7927 -1.1917 0.1378
N 2.8558 0.3914 0.4965
N 0.7635 0.9743 -0.6335
O -1.9102 1.2120 -0.0438
S -0.8968 0.5158 0.7176
H -0.0094 -1.8133 0.5603
H -0.6488 -1.1096 -0.9178
H -1.7316 -1.6470 0.5041
H 0.5111 1.8959 -0.8756

The molar mass is 104.1 g mol⁻¹. For the max |F|, the calculation gives 3.8 eV/A. The HOMO-LUMO gap (alpha / beta) is 0.3109 / 0.3110 Eh. The calculation puts the relative energy (zero: lowest compared OMol25 entry of this formula, charge and spin) at 81.3 kcal per mole. Its electronic energy is -17999.1319 eV.



Entry 11:
DFT (ωB97M-V/def2-TZVPD) results for the molecule C2H4N2OS at a distorted geometry.

Atoms and positions in Å:
N -1.1161 -0.6186 1.3889
N -0.6250 0.1406 0.5576
C 0.2502 -0.3598 -0.1902
C 1.1593 0.4217 -0.9520
O 2.0739 -0.1854 -1.5364
S 0.6770 1.9349 -1.4802
H -2.1125 -0.5535 1.4498
H -0.9556 -1.6936 1.1113
H 0.7241 -1.4266 -0.1240
H -0.0753 2.3403 -0.2248

The molar mass is 104.1 g mol⁻¹. For the max |F|, the calculation gives 9.2 eV/A. The HOMO-LUMO gap is 0.3528 Eh. The calculation puts the relative energy (zero: lowest compared OMol25 entry of this formula, charge and spin) at 87.7 kcal per mole. As for the SMILES: N/N=C/C(=O)S. Its electronic energy is -17998.8563 eV.



Entry 12:
DFT (ωB97M-V/def2-TZVPD) results for the molecule C2H4N2OS at a distorted geometry.

Atoms and positions in Å:
N 1.9418 -0.5348 0.0897
N 0.7000 -0.1443 -0.2370
C 0.1104 0.8745 -0.0330
O -1.2998 1.0450 -0.1327
C -1.9245 -0.2106 -0.0647
S -3.5759 -0.2258 -0.0115
H 2.8255 0.2143 -0.0589
H 2.1840 -1.5246 -0.1268
H 0.3922 1.7374 0.5517
H -1.3538 -1.2312 0.0234

The molar mass is 104.1 g mol⁻¹. For the max |F|, the calculation gives 5.1 eV/A. The HOMO-LUMO gap is 0.3225 Eh. The calculation puts the relative energy (zero: lowest compared OMol25 entry of this formula, charge and spin) at 100.0 kcal per mole. As for the SMILES: N/N=C/OC=S. Its electronic energy is -17998.3233 eV.



Entry 13:
DFT (ωB97M-V/def2-TZVPD) results for the molecule C2H4N2OS.

Atoms and positions in Å:
H -1.9274 -0.7442 0.7565
N -0.9128 -0.7313 0.8854
C -0.2936 -0.0233 -0.0003
N -0.7647 0.6779 -1.0418
C 1.2164 -0.0255 0.1988
O 1.5687 -0.7397 1.2383
S 2.2602 0.7756 -0.7694
H -0.1163 1.1932 -1.6312
H -1.7307 0.7040 -1.2314
H 0.7002 -1.0866 1.5949

The molar mass is 104.1 g mol⁻¹. For the max |F|, the calculation gives 0.9 eV/A. The HOMO-LUMO gap is 0.3242 Eh. The calculation puts the relative energy (zero: lowest compared OMol25 entry of this formula, charge and spin) at 18.9 kcal per mole. As for the SMILES: [H]/N=C(\N)C(O)=S. Its electronic energy is -18001.8411 eV.



Entry 14:
DFT (ωB97M-V/def2-TZVPD) results for a structure of composition C2H4N2OS2 at a distorted geometry.

Atoms and positions in Å:
C 0.5148 1.4039 0.3547
C -0.6474 -0.5366 -0.8567
H 0.5939 1.6364 2.2846
H -0.1492 -0.1981 1.8837
H -1.3671 -0.5107 -1.8545
H -1.6069 -3.3799 0.8585
N 0.3061 0.8576 1.6314
N -0.5569 -1.5051 0.0295
O -0.2255 0.8012 -0.7735
S 1.2416 2.8304 0.3073
S -0.8114 -3.1197 -0.6572

The molar mass is 136.2 g mol⁻¹. For the max |F|, the calculation gives 5.3 eV/A. The HOMO-LUMO gap is 0.3167 Eh. The calculation puts the relative energy (zero: lowest compared OMol25 entry of this formula, charge and spin) at 94.7 kcal per mole. Its electronic energy is -28832.9786 eV.



Entry 15:
DFT (ωB97M-V/def2-TZVPD) results for a structure of composition C2H4N2OS2 at a distorted geometry.

Atoms and positions in Å:
C 0.0176 0.2013 -1.1103
C 1.5295 0.7864 0.5938
H -3.1289 -1.0011 -1.0224
H 0.7277 0.2670 -1.8545
H -0.5935 -0.7766 2.2415
H 2.0121 1.3438 -0.1439
N -1.2087 -0.1400 -1.4993
N 0.4306 0.1530 0.2773
O -2.1993 -0.2747 -0.5119
S 0.0036 -1.2561 1.0456
S 2.4093 0.6969 1.9840

The molar mass is 136.2 g mol⁻¹. For the max |F|, the calculation gives 6.4 eV/A. The HOMO-LUMO gap is 0.3106 Eh. The calculation puts the relative energy (zero: lowest compared OMol25 entry of this formula, charge and spin) at 116.8 kcal per mole. Its electronic energy is -28832.0177 eV.



Entry 16:
DFT (ωB97M-V/def2-TZVPD) results for the molecule C2H4N2OS2 at a distorted geometry.

Atoms and positions in Å:
N -1.4531 1.1596 -0.0512
C -1.5748 -0.2226 0.1596
S -2.7794 -1.2358 0.0642
O -0.2471 -0.8968 0.0312
N 0.8456 0.1073 0.3451
C 2.0467 -0.6325 -0.2247
S 3.6346 -0.6580 0.0776
H -0.4566 1.4318 -0.4914
H -2.3279 1.8087 -0.2059
H 0.9928 0.1018 1.4009
H 1.3193 -0.9635 -1.1055

The molar mass is 136.2 g mol⁻¹. For the max |F|, the calculation gives 4.5 eV/A. The HOMO-LUMO gap is 0.3192 Eh. The calculation puts the relative energy (zero: lowest compared OMol25 entry of this formula, charge and spin) at 95.9 kcal per mole. As for the SMILES: NC(=S)ONC=S. Its electronic energy is -28832.9231 eV.



Entry 17:
DFT (ωB97M-V/def2-TZVPD) results for a cluster of 2 separate species, C2H4N2S in total at a distorted geometry.

Atoms and positions in Å:
H -2.1578 0.3845 0.0337
N -1.4822 0.2822 0.8864
C -0.7568 -0.7154 1.0335
C -0.8344 -1.9206 0.2423
N -0.8961 -2.8261 -0.4321
H -0.0695 -0.8383 1.8612
S 1.9209 1.8676 -1.7918
H 1.7672 2.8421 -0.7683
H 2.5087 0.9239 -1.0650

The molar mass is 88.1 g mol⁻¹. For the max |F|, the calculation gives 3.1 eV/A. The HOMO-LUMO gap is 0.3638 Eh. The calculation puts the relative energy (zero: lowest compared OMol25 entry of this formula, charge and spin) at 32.1 kcal per mole. As for the SMILES: [H]/N=C\C#N.S. Its electronic energy is -15952.4923 eV.



Entry 18:
DFT (ωB97M-V/def2-TZVPD) results for a cluster of 2 separate species, C2H4N2S in total at a distorted geometry.

Atoms and positions in Å:
C 1.6984 0.1202 -0.4714
C 0.5971 -0.1408 0.2259
N -4.1833 -0.0117 -0.0595
N -3.1669 -0.5186 -0.2754
S -0.7846 0.8348 0.0968
H 2.7115 -0.1998 -0.5134
H 1.5038 0.9778 -1.1267
H 0.3992 -1.0528 0.7734
H -4.5354 0.9785 -0.1521

The molar mass is 88.1 g mol⁻¹. For the max |F|, the calculation gives 2.6 eV/A. The HOMO-LUMO gap (alpha / beta) is 0.3345 / 0.2344 Eh. The calculation puts the relative energy (zero: lowest compared OMol25 entry of this formula, charge and spin) at 88.9 kcal per mole. Its electronic energy is -15950.0263 eV.



Entry 19:
DFT (ωB97M-V/def2-TZVPD) results for the molecule C2H4N2S at a distorted geometry.

Atoms and positions in Å:
C 0.4122 0.3976 1.4958
N -0.4493 0.8978 0.6918
N -0.6296 0.3848 -0.5608
C -0.0716 -0.6379 -1.2477
S 1.1041 -1.7120 -0.8456
H 1.0566 -0.4420 1.2863
H 0.4436 0.9215 2.4790
H -1.3382 0.8915 -1.0609
H -0.5279 -0.7013 -2.2378

The molar mass is 88.1 g mol⁻¹. For the max |F|, the calculation gives 1.1 eV/A. The HOMO-LUMO gap is 0.3242 Eh. The calculation puts the relative energy (zero: lowest compared OMol25 entry of this formula, charge and spin) at 30.2 kcal per mole. As for the SMILES: C=NNC=S. Its electronic energy is -15952.5726 eV.



Entry 20:
DFT (ωB97M-V/def2-TZVPD) results for the molecule C2H4N2S at a distorted geometry.

Atoms and positions in Å:
C 1.5933 0.3333 -0.0838
N 0.9951 -0.7122 0.0447
N -0.4110 -0.7360 -0.0423
C -1.3104 0.0980 0.1306
S -3.0069 -0.1017 -0.0364
H 2.7367 0.3195 0.0390
H 1.1093 1.3635 -0.1158
H -0.7456 -1.6466 -0.0603
H -0.9605 1.0823 0.1243

The molar mass is 88.1 g mol⁻¹. For the max |F|, the calculation gives 6.8 eV/A. The HOMO-LUMO gap is 0.3094 Eh. The calculation puts the relative energy (zero: lowest compared OMol25 entry of this formula, charge and spin) at 50.6 kcal per mole. As for the SMILES: C=NNC=S. Its electronic energy is -15951.6873 eV.